The following is a quantum chemistry calculation of a 10-piece molecular cluster, C32H80Cl3N9O9 overall in a non-equilibrium geometry, from OMol25.

XYZ file:
```
133
Properties=species:S:1:pos:R:3:forces:R:3:mulliken_spin:R:1
C 0.717 0.073 -0.492 1.1287 1.0341 0.3731 0.16
Cl -0.145 0.884 0.832 -0.4967 1.6013 1.8522 0.25
Cl -0.249 0.159 -1.945 -1.5508 0.1158 -2.7810 0.37
Cl 1.141 -1.589 0.080 0.8689 -2.4812 0.5698 0.30
H 1.637 0.628 -0.678 0.0444 -0.0140 0.0080 -0.12
C 5.695 -0.507 -0.106 -0.9436 0.8992 0.9367 0.00
C 4.457 0.455 0.014 -0.0343 -0.2620 -0.5850 0.04
C 4.466 1.380 1.335 0.0887 -2.4102 -1.2464 0.00
O 4.333 0.590 2.568 -0.1503 0.5855 -1.0930 0.00
C 3.125 -0.178 2.635 -0.1218 -0.0720 -0.1162 0.00
N 4.428 1.236 -1.221 0.8653 1.0004 -0.4184 0.00
H 5.624 -1.162 0.762 0.4246 -0.2553 -0.0985 0.00
H 6.628 0.057 -0.094 0.0090 0.1841 0.3154 0.00
H 5.747 -1.078 -1.033 -0.5640 -0.1075 0.0100 0.00
H 3.540 -0.135 -0.003 0.1013 -0.4126 0.5506 0.00
H 3.666 2.111 1.222 -0.0297 0.1209 0.2314 -0.01
H 5.460 1.824 1.285 -0.1425 0.2974 0.6768 0.00
H 3.142 -0.865 3.481 0.6502 0.0178 0.0896 0.00
H 2.939 -0.768 1.737 0.1575 0.0174 0.0983 0.01
H 2.216 0.400 2.805 0.0222 0.6479 -0.2084 -0.01
H 3.603 1.758 -1.481 -0.4482 0.0740 0.7767 0.00
H 4.638 0.686 -2.042 0.2373 -0.3099 0.2470 0.00
C 0.123 3.187 5.573 -0.5868 0.3100 0.4298 0.00
C 0.319 3.152 4.042 -0.9542 0.1180 1.3042 -0.02
C -0.893 3.621 3.182 0.6417 -0.9596 -1.2214 0.05
O -1.361 4.908 3.210 -0.7536 2.6649 1.4909 0.01
C -2.451 5.178 2.318 0.6032 0.2608 0.3928 0.00
N 1.636 3.755 3.690 -1.3312 -0.4137 -0.5390 0.00
H -0.288 4.131 5.932 0.4359 0.3190 0.0393 0.00
H 1.052 2.926 6.081 0.2429 0.4271 -0.0700 0.00
H -0.558 2.452 6.001 -0.4089 -0.2979 -0.5727 0.00
H 0.245 2.074 3.893 0.8401 -0.0816 -0.9668 0.03
H -1.789 3.021 3.345 0.3271 -0.9986 0.1902 -0.02
H -0.555 3.511 2.152 0.0982 -0.9605 -0.3552 -0.04
H -2.925 6.114 2.614 0.5910 0.3352 -0.0442 0.00
H -3.311 4.508 2.333 0.4416 -0.8284 0.0867 0.00
H -2.016 5.246 1.321 -0.3741 0.0183 -0.3070 0.00
H 2.342 3.324 4.270 0.1535 -0.1443 -0.0353 0.00
H 1.586 4.719 3.987 0.0817 0.2954 -0.0004 0.00
C -6.050 -0.151 -4.326 0.4771 -1.0981 0.0422 0.00
C -4.585 0.307 -4.303 -1.2720 0.3056 0.5399 0.00
C -3.554 -0.711 -3.766 -1.4027 -0.1904 -0.0628 -0.12
O -3.599 -1.907 -4.586 0.2063 0.0679 1.2314 0.00
C -2.595 -2.826 -4.133 1.3685 0.7898 -1.3264 -0.01
N -4.304 0.657 -5.669 0.5139 0.1062 -0.5341 0.00
H -6.036 -0.974 -5.040 -0.5424 -0.2333 0.0256 0.00
H -6.746 0.605 -4.689 0.3465 0.1606 0.0291 0.00
H -6.401 -0.527 -3.365 0.0390 -0.0295 0.0795 0.00
H -4.638 1.237 -3.736 0.7799 -0.1080 0.4782 -0.01
H -3.811 -1.018 -2.753 0.0942 0.1314 0.2965 0.00
H -2.577 -0.228 -3.756 0.3436 -0.2252 -0.1309 0.11
H -2.555 -3.726 -4.747 -0.7489 -0.0367 0.0790 0.00
H -2.475 -3.066 -3.076 -0.9917 0.1459 0.2634 0.00
H -1.648 -2.348 -4.385 0.4466 0.0986 0.1023 0.01
H -3.415 1.136 -5.690 0.2859 0.1818 -0.2199 0.00
H -4.123 -0.252 -6.071 0.0976 -0.1119 -0.8130 0.00
C -0.683 -2.925 3.116 -0.5264 0.6102 -0.6487 0.01
C 0.071 -4.116 3.590 -0.5652 -2.2123 -0.0109 0.00
C 1.558 -3.877 3.548 0.5248 0.4329 0.2328 -0.05
O 2.310 -4.853 4.231 0.4922 0.4767 0.6677 0.00
C 2.491 -6.065 3.567 -0.5068 -0.0222 0.1627 0.00
N -0.464 -4.585 4.899 0.2915 1.1616 -0.0737 0.00
H -0.605 -2.800 2.036 0.5561 0.2114 0.0008 0.00
H -0.303 -2.037 3.622 -0.1056 0.3084 -0.1014 0.00
H -1.763 -2.985 3.250 -0.0049 -0.2730 0.5267 0.00
H -0.132 -4.954 2.923 -0.0965 -0.0207 -0.3377 0.00
H 1.776 -2.946 4.071 0.0968 0.1956 -0.0067 0.00
H 1.927 -3.798 2.526 -0.2083 0.2114 -0.2997 0.04
H 3.279 -6.077 2.815 0.3191 0.3478 -0.0875 0.00
H 1.559 -6.294 3.049 -0.0374 -0.7300 0.0467 0.00
H 2.750 -6.746 4.378 -0.1743 -0.5026 -0.4003 0.00
H 0.193 -5.159 5.408 0.4077 -0.4580 -0.3713 0.00
H -0.428 -3.738 5.449 -0.4767 0.3391 0.5693 0.00
C -4.455 1.982 2.321 -2.1527 0.6270 -0.2030 0.00
O -4.736 2.732 1.383 1.0318 -0.4276 0.6134 0.00
N -3.874 0.797 2.280 0.7983 -1.8388 -1.0218 -0.01
C -4.064 -0.267 3.290 0.8077 1.1511 0.2272 0.00
C -3.219 0.297 1.054 0.3039 0.0662 0.2526 0.06
H -4.847 2.179 3.331 0.0856 0.3009 0.2084 0.00
H -4.523 0.128 4.196 -0.1800 0.1326 -0.1423 0.00
H -3.066 -0.599 3.577 -0.0294 -0.2985 -0.0005 0.00
H -4.639 -1.121 2.933 -0.0613 0.1865 -0.2884 0.00
H -2.337 -0.261 1.367 -0.2896 -0.3112 -0.0175 0.00
H -3.876 -0.329 0.450 -0.1738 -0.0581 0.0942 -0.01
H -2.784 1.066 0.415 -0.5313 0.1864 0.4140 -0.03
C -3.517 5.072 -1.696 0.5720 1.6487 -0.3655 0.00
O -3.718 6.076 -2.372 -0.5016 0.1171 0.1618 0.00
N -3.005 3.960 -2.185 1.0721 -1.4030 -0.2949 -0.01
C -2.756 2.838 -1.289 -0.3925 -0.4176 -0.3695 -0.05
C -2.870 3.708 -3.635 -0.6466 -0.4080 1.0794 0.00
H -3.613 5.084 -0.599 -0.2297 -0.2024 -0.0054 0.00
H -2.612 3.193 -0.269 0.1860 -0.0724 -0.1210 0.03
H -1.938 2.209 -1.643 0.4264 0.4522 0.1501 0.02
H -3.599 2.147 -1.271 -0.3961 0.0982 0.0471 -0.01
H -3.738 3.082 -3.843 -0.1667 0.2634 -0.7787 0.00
H -2.848 4.632 -4.213 -0.1046 -0.1733 0.2194 0.00
H -2.016 3.061 -3.836 0.3067 0.3089 0.1897 0.01
C 2.104 -5.744 -0.204 1.2861 1.0860 0.5071 -0.01
O 1.231 -4.915 -0.010 -0.5296 -1.1898 -0.3344 0.01
N 3.417 -5.375 -0.094 0.4353 -0.2763 -0.0810 0.00
C 4.601 -6.244 -0.178 -0.7723 -0.2051 -0.0287 0.00
C 3.728 -3.970 0.076 0.2904 0.1325 -0.2285 -0.09
H 1.999 -6.810 -0.456 -0.4003 -0.0019 -0.0024 0.00
H 4.462 -7.045 -0.904 -0.3029 -0.3005 0.3032 0.00
H 4.832 -6.615 0.821 0.1043 -0.3494 -0.0597 0.00
H 5.504 -5.750 -0.537 -0.3274 0.6244 0.0212 0.00
H 4.384 -3.797 0.929 0.1482 -0.1454 0.0747 0.00
H 4.255 -3.721 -0.844 0.1315 0.7053 0.0930 0.00
H 2.845 -3.344 0.209 0.0080 -0.2575 -0.2178 0.11
C 1.453 3.719 -0.557 1.2730 -1.0856 -2.4986 0.01
O 1.850 2.902 -1.421 -0.7641 1.0649 1.7888 0.01
N 0.977 4.923 -0.893 0.7796 1.2638 0.0688 0.00
C 0.776 5.900 0.133 -0.6846 0.8602 0.3126 0.00
C 0.793 5.493 -2.245 -0.9054 -1.6671 1.1476 0.00
H 1.516 3.588 0.534 -0.0598 -0.3890 -0.1333 0.00
H 1.117 5.557 1.110 -0.2343 -0.0168 -0.0452 0.00
H -0.264 6.224 0.133 -0.4522 -0.4167 0.4839 0.00
H 1.230 6.864 -0.096 0.8400 -0.1457 -0.1295 0.00
H -0.221 5.872 -2.112 -0.1251 0.3694 -0.9625 0.00
H 1.475 6.295 -2.528 0.2269 -0.1982 0.2775 0.00
H 0.807 4.640 -2.923 0.0469 0.3374 -0.2516 0.00
C 0.841 -3.701 -5.369 -0.9660 0.1097 -1.1088 0.00
O 0.629 -3.366 -6.531 0.4798 -0.1586 0.6485 0.00
N 1.313 -2.961 -4.376 0.2268 0.8063 3.5982 0.00
C 1.255 -3.477 -2.985 -1.0056 -1.1677 0.0428 -0.04
C 1.698 -1.562 -4.383 0.9156 0.1466 -2.2875 -0.01
H 0.574 -4.693 -4.974 0.0303 -0.2570 -0.2733 0.00
H 2.149 -3.969 -2.603 0.4287 0.4160 -0.2879 0.00
H 0.482 -4.236 -2.866 -0.0640 -0.4349 -0.5897 0.00
H 0.867 -2.803 -2.221 0.5701 0.8515 -0.4634 0.04
H 1.764 -1.305 -5.440 -0.2761 0.3342 -0.1304 0.00
H 1.076 -0.825 -3.875 -0.2639 -0.6239 0.1977 0.02
H 2.735 -1.457 -4.066 -0.0143 -0.1156 0.5402 -0.01
```
Forces are in eV/Å.

* 2S+1: 2
* net charge: -1
* Kohn-Sham gap (spin up / spin down): 2.79 / 8.40 eV
* HOMO energy (spin up / spin down): -0.0251 / -0.2316 Eh